(1)
{
  "formula": "C6H10",
  "method": "ωB97M-V with the def2-TZVPD basis set",
  "smiles": "CC=C=C(C)C",
  "gap_ev": 9.90,
  "e_homo_ev": -8.908,
  "lumo_ev": 1.0,
  "spin_multiplicity": 1,
  "elements": ["C", "C", "C", "C", "C", "C", "H", "H", "H", "H", "H", "H", "H", "H", "H", "H"],
  "xyz": [[-1.022, 0.831, -1.312], [0.000, -0.113, -0.717], [0.397, 0.447, 2.135], [-0.266, -1.589, -0.927], [1.113, 0.319, -0.139], [1.786, 0.654, 0.938], [-0.860, 1.861, -0.985], [-2.053, 0.544, -1.058], [-0.947, 0.803, -2.405], [0.180, -0.528, 1.738], [-0.152, 1.268, 1.677], [0.043, 0.447, 3.214], [-1.295, -1.867, -0.655], [-0.138, -1.841, -1.985], [0.420, -2.208, -0.342], [2.845, 1.008, 0.919]],
  "lowdin_charge": [-0.063, -0.368, -0.017, -0.064, -0.119, -0.026, 0.078, 0.082, 0.080, 0.012, 0.028, 0.061, 0.083, 0.080, 0.080, 0.074]
}

=====

(2)
{
  "formula": "C6H10",
  "method": "ωB97M-V with the def2-TZVPD basis set",
  "gap_ev": 9.34,
  "e_homo_ev": -8.314,
  "lumo_ev": 1.0,
  "spin_multiplicity": 1,
  "elements": ["C", "C", "C", "C", "C", "C", "H", "H", "H", "H", "H", "H", "H", "H", "H", "H"],
  "xyz": [[-0.558, 1.838, -0.039], [0.199, 0.530, -0.248], [-0.574, -0.522, -1.079], [-0.242, -1.925, -0.635], [0.575, -1.692, 0.531], [0.542, -0.245, 1.032], [0.023, 2.555, 0.552], [-1.505, 1.659, 0.486], [-0.794, 2.313, -0.998], [1.144, 0.750, -0.768], [-1.652, -0.479, -0.841], [-0.503, -0.376, -2.162], [1.314, -1.848, -0.345], [0.824, -2.499, 1.224], [-0.263, -0.144, 1.777], [1.469, 0.085, 1.514]],
  "lowdin_charge": [-0.084, -0.394, -0.223, 0.006, -0.239, -0.162, 0.076, 0.079, 0.077, 0.137, 0.126, 0.107, 0.156, 0.107, 0.119, 0.111]
}

=====

(3)
{
  "formula": "C6H10",
  "method": "ωB97M-V with the def2-TZVPD basis set",
  "gap_ev": 9.68,
  "e_homo_ev": -9.639,
  "lumo_ev": 0.0,
  "spin_multiplicity": 1,
  "elements": ["C", "C", "C", "C", "C", "C", "H", "H", "H", "H", "H", "H", "H", "H", "H", "H"],
  "xyz": [[2.188, 0.277, 0.031], [0.820, 0.125, -0.619], [0.858, 0.375, -1.899], [-0.382, -0.263, 0.227], [-1.322, -1.208, -0.526], [-1.125, 0.986, 0.716], [2.508, -0.689, 0.437], [2.949, 0.617, -0.678], [2.135, 1.003, 0.850], [0.013, -0.794, 1.105], [-1.736, -0.718, -1.414], [-2.159, -1.509, 0.114], [-0.793, -2.109, -0.854], [-1.577, 1.513, -0.131], [-1.923, 0.708, 1.414], [-0.453, 1.684, 1.227]],
  "lowdin_charge": [-0.075, -0.457, 0.241, -0.414, -0.083, -0.072, 0.086, 0.073, 0.084, 0.134, 0.083, 0.078, 0.082, 0.086, 0.079, 0.077]
}

=====

(4)
{
  "formula": "C6H10",
  "method": "ωB97M-V with the def2-TZVPD basis set",
  "smiles": "CC=C=CCC",
  "gap_ev": 10.19,
  "e_homo_ev": -9.141,
  "lumo_ev": 1.0,
  "spin_multiplicity": 1,
  "elements": ["C", "C", "C", "C", "C", "C", "H", "H", "H", "H", "H", "H", "H", "H", "H", "H"],
  "xyz": [[2.547, 0.374, 0.131], [1.893, -0.891, 0.632], [0.589, -0.974, 0.557], [-0.582, -0.949, -0.017], [-1.934, -0.358, 0.257], [-1.951, 0.982, -0.485], [1.858, 1.219, 0.219], [3.463, 0.632, 0.669], [2.801, 0.258, -0.929], [-0.509, -1.256, -1.063], [2.508, -1.725, 0.965], [-2.209, -0.229, 1.308], [-2.668, -1.038, -0.188], [-1.508, 0.842, -1.478], [-2.955, 1.391, -0.621], [-1.342, 1.722, 0.044]],
  "lowdin_charge": [-0.107, -0.167, -0.049, -0.148, -0.256, -0.117, 0.071, 0.065, 0.076, 0.117, 0.096, 0.106, 0.101, 0.071, 0.067, 0.074]
}

=====

(5)
{
  "formula": "C6H10",
  "method": "ωB97M-V with the def2-TZVPD basis set",
  "gap_ev": [9.92, 7.56],
  "e_homo_ev": [-14.810, -15.605],
  "charge": 1,
  "lumo_ev": [-4.9, -8.0],
  "spin_multiplicity": 2,
  "elements": ["C", "C", "C", "C", "C", "C", "H", "H", "H", "H", "H", "H", "H", "H", "H", "H"],
  "xyz": [[-2.564, 1.484, -0.609], [-1.773, 0.374, 0.042], [2.757, -1.020, 0.943], [1.882, -0.683, -0.041], [0.468, -0.751, 0.084], [-0.356, 0.270, -0.361], [-2.345, 2.469, -0.199], [-2.506, 1.505, -1.694], [-3.616, 1.302, -0.402], [-1.792, 0.450, 1.136], [-2.146, -0.633, -0.205], [3.774, -1.260, 0.662], [2.401, -1.079, 1.963], [2.223, -0.596, -1.075], [-0.049, -1.514, 0.657], [0.050, 1.061, -0.990]],
  "lowdin_charge": [-0.082, -0.220, 0.169, -0.089, -0.013, 0.040, 0.091, 0.088, 0.086, 0.150, 0.150, 0.098, 0.099, 0.141, 0.144, 0.147]
}

=====

(6)
{
  "formula": "C6H10",
  "method": "ωB97M-V with the def2-TZVPD basis set",
  "gap_ev": [10.90, 5.96],
  "e_homo_ev": [-15.144, -14.579],
  "charge": 1,
  "lumo_ev": [-4.2, -8.6],
  "spin_multiplicity": 2,
  "elements": ["C", "C", "C", "C", "C", "C", "H", "H", "H", "H", "H", "H", "H", "H", "H", "H"],
  "xyz": [[1.294, -1.681, 0.753], [0.253, -0.586, 0.999], [-0.116, -0.053, 2.137], [-1.023, 1.381, -2.103], [-0.197, 1.091, -0.928], [-0.292, -0.131, -0.328], [2.321, -1.252, 0.651], [1.487, -2.360, 1.609], [1.042, -2.383, -0.077], [0.087, -0.524, 3.078], [-0.549, 0.889, 2.536], [-1.018, 2.453, -2.550], [-2.049, 1.435, -1.821], [-0.827, 0.698, -2.938], [0.640, 1.857, -0.452], [-1.052, -0.832, -0.565]],
  "lowdin_charge": [-0.026, -0.300, 0.149, -0.063, -0.009, 0.032, 0.115, 0.097, 0.105, 0.091, 0.118, 0.134, 0.095, 0.116, 0.209, 0.139]
}

=====

(7)
{
  "formula": "C6H10BNS",
  "method": "ωB97M-V with the def2-TZVPD basis set",
  "smiles": "CN(C)B1C=CC=CS1",
  "gap_ev": 8.02,
  "e_homo_ev": -7.870,
  "lumo_ev": 0.2,
  "spin_multiplicity": 1,
  "elements": ["B", "C", "C", "C", "C", "C", "C", "N", "S", "H", "H", "H", "H", "H", "H", "H", "H", "H", "H"],
  "xyz": [[-0.210, -0.195, 0.386], [-1.442, 0.553, 0.661], [-2.007, 0.824, 1.908], [-1.600, 0.215, 3.145], [-0.586, -0.769, 3.169], [1.937, -1.049, -0.855], [0.289, 0.369, -2.152], [0.679, -0.220, -0.926], [0.340, -1.299, 1.753], [-1.984, 0.999, -0.144], [-2.701, 1.650, 1.991], [-2.135, 0.465, 4.039], [-0.426, -1.510, 4.055], [2.085, -1.445, 0.166], [1.803, -1.839, -1.530], [2.820, -0.557, -1.346], [0.232, 1.491, -2.198], [1.223, 0.016, -2.762], [-0.582, -0.099, -2.561]],
  "lowdin_charge": [-0.614, -0.047, -0.109, -0.164, -0.399, -0.107, -0.128, -0.216, 0.989, 0.077, 0.100, 0.085, 0.092, 0.019, 0.053, 0.095, 0.097, 0.108, 0.069]
}

=====

(8)
{
  "formula": "C6H10BrFN",
  "method": "ωB97M-V with the def2-TZVPD basis set",
  "gap_ev": 8.71,
  "e_homo_ev": -13.958,
  "charge": 1,
  "lumo_ev": -5.2,
  "spin_multiplicity": 1,
  "elements": ["C", "C", "C", "C", "C", "C", "N", "F", "Br", "H", "H", "H", "H", "H", "H", "H", "H", "H", "H"],
  "xyz": [[1.154, 0.729, -0.122], [0.718, -0.732, -0.312], [-1.663, -1.588, -0.498], [-0.096, 1.550, 0.240], [-0.734, -0.750, -0.061], [-0.598, 0.144, 3.470], [-1.032, 0.454, 0.749], [0.516, 0.166, 4.214], [-2.006, -0.587, 4.408], [1.899, 0.931, 0.597], [1.727, 1.066, -1.103], [0.888, -1.087, -1.243], [1.271, -1.378, 0.382], [-2.609, -1.377, -0.079], [-1.585, -2.433, -1.173], [0.215, 2.343, 0.935], [-0.320, 1.893, -0.749], [-0.865, 0.356, 1.821], [-2.084, 0.668, 0.712]],
  "lowdin_charge": [-0.155, -0.118, 0.133, -0.086, -0.286, -0.498, 0.051, -0.034, 0.849, 0.088, 0.166, 0.090, 0.141, 0.061, 0.098, 0.138, 0.123, 0.032, 0.208]
}

=====

(9)
{
  "formula": "C6H10Cl4CrNO3",
  "method": "ωB97M-V with the def2-TZVPD basis set",
  "gap_ev": [2.98, 4.53],
  "e_homo_ev": [-12.432, -12.432],
  "charge": 1,
  "lumo_ev": [-9.5, -7.9],
  "spin_multiplicity": 5,
  "elements": ["Cr", "Cl", "C", "C", "N", "H", "H", "H", "C", "O", "C", "O", "O", "C", "H", "H", "H", "H", "H", "H", "C", "Cl", "Cl", "Cl", "H"],
  "xyz": [[-1.393, 20.198, 24.916], [-0.584, 17.965, 25.757], [-3.166, 17.339, 27.785], [-4.127, 17.384, 28.880], [-4.823, 17.377, 29.808], [-2.467, 16.514, 27.922], [-2.679, 18.314, 27.760], [-3.633, 17.181, 26.813], [1.686, 14.611, 25.699], [2.801, 14.736, 24.801], [3.926, 14.080, 24.999], [4.222, 13.500, 26.042], [4.696, 14.275, 23.943], [6.068, 13.946, 23.943], [2.060, 14.303, 26.675], [1.195, 13.730, 25.286], [1.153, 15.538, 25.910], [6.700, 14.478, 24.655], [6.506, 14.187, 22.974], [6.255, 12.901, 24.188], [0.655, 17.698, 29.492], [1.700, 19.104, 29.481], [-0.335, 17.569, 31.008], [1.635, 16.186, 29.289], [-0.016, 17.777, 28.636]],
  "lowdin_charge": [1.108, 0.022, -0.135, -0.271, 0.149, 0.081, 0.032, 0.073, -0.026, -0.007, -0.603, 0.105, 0.013, -0.047, 0.071, 0.108, 0.045, 0.097, 0.096, 0.098, -1.507, 0.536, 0.505, 0.510, -0.055]
}

=====

(10)
{
  "formula": "C6H10ClN",
  "method": "ωB97M-V with the def2-TZVPD basis set",
  "gap_ev": 9.25,
  "e_homo_ev": -8.623,
  "lumo_ev": 0.6,
  "spin_multiplicity": 1,
  "elements": ["C", "C", "C", "C", "C", "C", "H", "H", "H", "H", "H", "H", "H", "H", "H", "H", "N", "Cl"],
  "xyz": [[-1.766, -0.136, 1.306], [-1.058, -1.138, 0.621], [0.482, -0.554, 0.657], [1.590, -1.178, 0.996], [0.753, 0.789, 0.166], [1.360, 1.794, 0.659], [-1.547, -0.084, 2.421], [-1.970, 0.828, 0.712], [-2.904, -0.390, 1.385], [-1.062, -2.012, 1.258], [-1.238, -0.151, -1.360], [-1.067, -1.967, -1.545], [2.530, -0.634, 1.103], [1.856, -2.439, 1.161], [2.207, 1.867, 1.559], [1.707, 2.755, 0.141], [-1.566, -1.252, -0.871], [0.252, 0.796, -1.598]],
  "lowdin_charge": [-0.170, -0.409, -0.341, 0.027, -0.647, -0.047, 0.115, 0.109, 0.110, 0.125, -0.007, 0.083, 0.049, 0.150, 0.145, 0.085, -0.085, 0.706]
}

=====

(11)
{
  "formula": "C6H10ClN2Si",
  "method": "ωB97M-V with the def2-TZVPD basis set",
  "smiles": "C=C[Si@H](Cl)n1cc[n+](C)c1",
  "gap_ev": 10.93,
  "e_homo_ev": -14.159,
  "charge": 1,
  "lumo_ev": -3.2,
  "spin_multiplicity": 1,
  "elements": ["C", "C", "C", "C", "C", "C", "N", "N", "Si", "Cl", "H", "H", "H", "H", "H", "H", "H", "H", "H", "H"],
  "xyz": [[-1.760, -0.528, 1.112], [-1.204, -1.764, 1.188], [0.293, -0.482, 0.277], [0.904, 2.398, -2.275], [0.774, 2.196, -0.961], [0.973, -2.812, 0.574], [-0.814, 0.246, 0.444], [0.043, -1.731, 0.607], [-0.805, 1.973, -0.013], [-0.732, 2.980, 1.819], [-2.628, -0.151, 1.556], [-1.613, -2.787, 1.475], [1.197, -0.052, -0.290], [1.777, 2.685, -2.708], [0.115, 2.128, -2.952], [1.691, 2.343, -0.377], [0.484, -3.694, 0.148], [1.783, -2.471, -0.141], [1.421, -2.996, 1.441], [-1.900, 2.518, -0.927]],
  "lowdin_charge": [-0.020, -0.001, -0.080, 0.000, -0.313, 0.028, -0.120, -0.099, 0.305, 0.316, 0.120, 0.174, 0.177, 0.038, 0.064, 0.073, 0.122, 0.135, 0.059, 0.020]
}

=====

(12)
{
  "formula": "C6H10ClNO",
  "method": "ωB97M-V with the def2-TZVPD basis set",
  "gap_ev": 8.68,
  "e_homo_ev": -8.119,
  "lumo_ev": 0.6,
  "spin_multiplicity": 1,
  "elements": ["C", "C", "C", "C", "C", "C", "N", "O", "Cl", "H", "H", "H", "H", "H", "H", "H", "H", "H", "H"],
  "xyz": [[2.666, 0.671, 0.119], [0.050, 1.935, 1.231], [1.647, -1.567, -0.287], [-1.740, -0.743, -0.514], [-0.146, 0.853, 0.226], [1.811, -0.339, 0.563], [3.294, 1.556, -0.268], [-1.146, 0.008, 0.521], [1.875, -0.639, 2.291], [0.149, 1.499, 2.224], [-0.819, 2.593, 1.248], [0.938, 2.515, 0.999], [0.847, -2.195, 0.109], [2.571, -2.155, -0.309], [1.410, -1.278, -1.314], [-2.705, -0.293, -0.775], [-1.912, -1.754, -0.139], [-1.111, -0.784, -1.404], [0.036, 1.067, -0.821]],
  "lowdin_charge": [-0.353, -0.066, -0.131, -0.068, -0.206, -0.764, 0.154, -0.118, 0.672, 0.062, 0.091, 0.077, 0.071, 0.082, 0.081, 0.097, 0.097, 0.088, 0.133]
}

=====

(13)
{
  "formula": "C6H10CsO3",
  "method": "ωB97M-V with the def2-TZVPD basis set",
  "gap_ev": 9.17,
  "e_homo_ev": -12.553,
  "charge": 1,
  "lumo_ev": -3.4,
  "spin_multiplicity": 1,
  "elements": ["O", "Cs", "O", "C", "O", "C", "H", "H", "C", "C", "H", "H", "H", "C", "C", "H", "H", "H", "H", "H"],
  "xyz": [[-0.726, 1.495, 0.998], [-3.922, 3.789, 0.728], [-1.658, 1.149, -1.013], [-0.739, 1.147, -0.218], [0.369, 0.260, -0.373], [0.308, -0.867, -1.304], [1.363, -1.153, -1.388], [-0.107, -0.452, -2.228], [-0.528, -1.984, -0.771], [-1.510, -2.549, -1.471], [-0.233, -2.391, 0.201], [-2.060, -3.406, -1.079], [-1.853, -2.123, -2.416], [0.974, 0.381, 1.307], [1.912, 1.558, 1.384], [0.475, 0.149, 2.251], [1.496, -0.572, 1.170], [1.347, 2.491, 1.507], [2.580, 1.416, 2.245], [2.511, 1.660, 0.469]],
  "lowdin_charge": [-0.024, 0.966, 0.062, -0.667, -0.093, -0.106, 0.142, 0.140, -0.146, 0.047, 0.112, 0.070, 0.078, -0.032, -0.061, 0.124, 0.111, 0.084, 0.101, 0.093]
}